one.
Molecular formula: C3H10OS2
Method: DFT, ωB97M-V/def2-TZVPD

The gap between HOMO and LUMO is 9.252 eV. The calculation puts the highest occupied orbital energy at -0.3317 Ha.

The geometry in ORCA input format:
```
! wB97M-V def2-TZVPD RIJCOSX def2/J DEFGRID3
* xyz 0 1
C 0.57378 -0.20398 -1.24361
C 1.72824 0.69323 -0.69653
C -0.76777 0.56358 -1.00938
S -2.23450 -0.51497 -1.00676
S -3.36843 0.45442 0.50045
H 0.66087 -0.40714 -2.26530
H 0.56683 -1.15555 -0.72150
H 1.61167 1.71325 -1.01844
H 2.75320 0.34210 -1.00194
H 1.81201 0.76614 0.36718
H -0.65931 1.08694 -0.08786
H -0.95092 1.36065 -1.74986
H -2.50257 0.00473 1.59420
H 0.27089 -2.18509 3.32146
H -0.14237 -1.04063 2.21453
O 0.64838 -1.47767 2.80335
*
```

***

two.
Molecular formula: C3H10OS2
Method: DFT, ωB97M-V/def2-TZVPD

The gap between HOMO and LUMO is 8.002 eV. The calculation puts the highest occupied orbital energy at -0.3352 Ha.

The geometry in ORCA input format:
```
! wB97M-V def2-TZVPD RIJCOSX def2/J DEFGRID3
* xyz 0 1
C 0.62592 2.36709 -0.08051
C 0.56923 0.90263 0.36342
S 0.67374 -0.20022 -1.09459
S -1.74550 0.27055 -1.44683
C -2.14762 -0.61980 0.02648
H 0.89389 3.04066 0.76592
H -0.37151 2.71751 -0.35746
H 1.32380 2.57190 -0.87048
H 1.52060 0.72546 0.86496
H -0.33442 0.71856 0.91082
H -2.18797 -0.04090 0.94295
H -3.17250 -1.01371 -0.14783
H -1.55406 -1.51339 0.04358
H 1.24736 -3.29174 -0.31827
H 2.67479 -2.98314 0.21452
O 1.98423 -3.65146 0.18333
*
```

***

three.
Molecular formula: C3H10OS2
Method: DFT, ωB97M-V/def2-TZVPD

The gap between HOMO and LUMO is 7.645 eV. The calculation puts the highest occupied orbital energy at -0.3342 Ha.

The geometry in ORCA input format:
```
! wB97M-V def2-TZVPD RIJCOSX def2/J DEFGRID3
* xyz 0 1
C -2.06379 -1.01147 -1.41923
C -1.23889 -1.65444 -0.21522
S -0.75662 -0.32441 0.96623
S 0.50509 0.80880 -0.93915
C 1.73517 -0.44586 -0.75108
H -2.10528 -1.73030 -2.31756
H -1.53091 -0.14784 -1.87892
H -3.04857 -0.70431 -1.10979
H -1.85620 -2.25348 0.43871
H -0.29746 -2.15140 -0.41886
H 1.51283 -1.24288 0.07407
H 2.02530 -0.81185 -1.72018
H 2.65943 0.09400 -0.37156
H 1.88137 1.30685 1.62453
H 0.77852 2.28617 2.03907
O 1.67630 2.03442 2.19005
*
```

***

Energy ordering: one at the bottom, the next structure 11.5 kcal/mol above.

***

one.
Molecular formula: C12H17N
Method: DFT, ωB97M-V/def2-TZVPD

The gap between HOMO and LUMO is 8.678 eV. The calculation puts the highest occupied orbital energy at -0.2869 Ha.

The geometry in ORCA input format:
```
! wB97M-V def2-TZVPD RIJCOSX def2/J DEFGRID3
* xyz 0 1
C 3.15565 0.34039 -0.60685
C 1.33056 -1.36916 0.12054
C 2.27773 -0.30337 0.36851
C 0.56049 -1.54329 1.28812
C 2.13135 0.00281 1.71391
C 1.25329 -2.31405 -0.88463
C 0.23078 -3.22907 -0.96558
C -0.51964 -3.37618 0.23882
C -0.36331 -2.59943 1.38230
N 0.95345 -0.61552 2.18981
H 1.96652 -2.25419 -1.71084
H 0.12306 -4.10337 -1.59192
H -1.29178 -4.12281 0.36793
H 4.09781 -0.12266 -0.90144
H 3.26556 1.41075 -0.37789
H 2.76150 0.46388 2.46151
H 0.68247 -0.45474 3.14505
H -1.16202 -2.54619 2.12452
H 2.67559 0.39370 -1.60736
C -2.27301 2.63592 -0.09240
C -3.01292 1.37373 -0.54640
C -1.26687 3.23711 -1.15734
H -3.04934 3.32663 0.29053
H -1.74661 2.50215 0.85231
H -2.72746 0.41391 -0.12276
H -1.38126 2.62164 -2.03937
H -1.37130 4.28839 -1.41792
H -2.92838 1.20889 -1.62264
H -4.05465 1.56753 -0.28476
H -0.31725 3.16661 -0.61376
*
```

***

two.
Molecular formula: C12H17N
Method: DFT, ωB97M-V/def2-TZVPD

The gap between HOMO and LUMO is 8.753 eV. The calculation puts the highest occupied orbital energy at -0.2882 Ha.

The geometry in ORCA input format:
```
! wB97M-V def2-TZVPD RIJCOSX def2/J DEFGRID3
* xyz 0 1
C 0.81452 -2.25579 2.83972
C 0.44775 -0.99581 2.08724
H 1.87231 -2.27733 2.96444
H 0.47428 -2.24524 3.87604
H 0.53163 -3.16805 2.32257
H 0.98835 -0.90936 1.14736
H -0.61361 -0.93291 1.86134
H 0.63341 -0.05016 2.60135
C 0.66865 2.22074 0.36509
C 2.16050 2.24223 0.69956
C 0.33561 1.32511 -0.80327
C 1.29341 0.75370 -1.59560
C -0.87306 0.57480 -1.06082
C -0.56604 -0.35313 -2.07112
C -2.17548 0.52034 -0.54477
C -1.46416 -1.32704 -2.51543
C -3.07653 -0.42386 -0.96488
C -2.71014 -1.36437 -1.94960
N 0.75914 -0.22080 -2.39988
H 0.13212 1.83097 1.23890
H 0.27140 3.23868 0.32994
H 2.74367 2.85146 0.00197
H 2.26732 1.17728 -1.77720
H 1.24148 -0.68580 -3.14458
H -2.40920 1.20951 0.26220
H -1.15008 -2.08210 -3.22714
H -4.08992 -0.39741 -0.58813
H -3.41421 -2.13166 -2.23834
H 2.60859 1.25836 0.57187
H 2.29829 2.61763 1.71118
*
```

***

Energy ordering: two at the bottom, the next structure 31.1 kcal/mol above.

***

one.
Molecular formula: C12H17N
Method: DFT, ωB97M-V/def2-TZVPD

The gap between HOMO and LUMO is 8.569 eV. The calculation puts the highest occupied orbital energy at -0.2846 Ha.

The geometry in ORCA input format:
```
! wB97M-V def2-TZVPD RIJCOSX def2/J DEFGRID3
* xyz 0 1
C 0.17524 4.29535 -0.37447
C -0.51324 2.99496 0.10247
C 1.24729 4.08538 -1.46469
H -0.56580 4.91892 -0.87947
H 0.56382 4.95913 0.38009
H -0.04751 2.44361 0.89957
H 1.82583 3.13951 -1.52535
H 0.78922 4.26884 -2.42853
H -0.74371 2.30119 -0.71332
H -1.53019 3.35803 0.32746
H 2.16748 4.64152 -1.20175
C -2.81037 -2.32014 0.08433
C 0.76394 -1.47719 0.20313
C -0.25442 -2.41727 0.19435
C -1.49475 -1.71551 -0.14606
C -1.12441 -0.41907 -0.26787
C 2.29910 -3.15152 0.92456
C 2.05796 -1.81425 0.61772
C 1.23048 -4.04021 1.00000
C -0.06902 -3.75685 0.60871
N 0.24906 -0.22340 -0.13315
H 3.33603 -3.32763 1.18784
H 2.83780 -1.08134 0.80518
H 1.46534 -5.02956 1.37504
H -0.91846 -4.42036 0.60873
H 0.66301 0.69722 -0.13340
H -1.74400 0.42612 -0.55013
H -3.01347 -3.38868 0.06258
H -3.55574 -1.89077 -0.61705
H -3.28649 -2.05601 1.05350
*
```

***

two.
Molecular formula: C12H17N
Method: DFT, ωB97M-V/def2-TZVPD

The gap between HOMO and LUMO is 8.842 eV. The calculation puts the highest occupied orbital energy at -0.2910 Ha.

The geometry in ORCA input format:
```
! wB97M-V def2-TZVPD RIJCOSX def2/J DEFGRID3
* xyz 0 1
C 0.54142 0.01950 -2.72930
C -1.75568 -0.52269 -1.82036
C -0.41101 -0.48540 -1.69024
C -1.33914 -1.46903 0.16409
C -0.12162 -1.04765 -0.40204
C -1.42365 -2.00354 1.45473
C 1.05625 -1.19505 0.34761
C -0.26228 -2.01775 2.21249
C 0.96755 -1.69801 1.62563
N -2.34952 -1.04592 -0.67767
H -2.35702 -0.17218 -2.64230
H -3.24096 -1.50510 -0.79839
H 1.26624 0.67714 -2.26340
H 0.00333 0.54196 -3.51175
H -2.41263 -2.36920 1.72843
H 1.98477 -0.87888 -0.11398
H -0.37905 -2.39122 3.22077
H 1.85356 -1.85733 2.21111
H 1.17514 -0.78037 -3.13165
C 1.60884 2.62278 0.83768
C 2.19759 3.36129 -0.38577
C 0.28900 3.14576 1.39726
H 1.65067 1.53683 0.75116
H 2.25447 2.78577 1.69169
H 2.46916 2.65081 -1.15796
H -0.47474 3.35630 0.63784
H 3.08654 3.87756 -0.03035
H 1.53664 4.16142 -0.70847
H -0.26311 2.41383 1.98756
H 0.41187 4.05098 1.98904
*
```

***

Energy ordering: two at the bottom, the next structure 17.5 kcal/mol above.

***

one.
Molecular formula: C6H7N3
Method: DFT, ωB97M-V/def2-TZVPD

The gap between HOMO and LUMO is 9.040 eV. The calculation puts the highest occupied orbital energy at -0.3420 Ha.

The geometry in ORCA input format:
```
! wB97M-V def2-TZVPD RIJCOSX def2/J DEFGRID3
* xyz 0 1
C 2.12041 -0.60983 1.34035
C -0.96839 0.51694 -0.11599
C -1.04947 0.02248 -1.31828
C 0.08334 0.44218 0.84981
C -0.21896 -1.86462 -2.44479
C 0.10972 1.53563 1.91705
N 3.15887 -0.93352 1.74806
N -0.14184 -0.66414 -2.08771
N 0.96557 -0.47177 0.67610
H -1.84780 1.30802 -0.02918
H -1.96063 0.25965 -1.87097
H -0.98252 -2.62617 -2.04411
H 0.44676 -2.35683 -3.16285
H 0.34857 2.44658 1.46568
H 0.80961 1.33121 2.87665
H -0.87326 1.66418 2.20019
*
```

***

two.
Molecular formula: C6H7N3
Method: DFT, ωB97M-V/def2-TZVPD

The gap between HOMO and LUMO is 9.536 eV. The calculation puts the highest occupied orbital energy at -0.3139 Ha.

The geometry in ORCA input format:
```
! wB97M-V def2-TZVPD RIJCOSX def2/J DEFGRID3
* xyz 0 1
C 1.44470 -0.21232 -0.98714
C 0.96113 0.91293 -0.07312
C 1.28293 -0.06780 1.05843
C -0.51332 -0.76582 -0.03034
C -1.95313 0.96979 -0.03385
C -0.56092 0.61397 -0.11519
H 2.53843 -0.22645 -1.05049
H 1.01325 -0.25278 -1.94147
H 1.33115 1.89950 -0.19828
H 2.35836 -0.23734 1.43073
H 0.70231 -0.11269 2.01662
H -2.30744 -1.94931 -0.01809
H -2.52733 1.86500 -0.03118
N 0.81838 -1.21131 0.00544
N -1.84689 -1.12206 -0.06152
N -2.74159 -0.10332 0.02944
*
```

***

Energy ordering: one at the bottom, the next structure 25.3 kcal/mol above.

***

one.
Molecular formula: C7H11N2
Method: DFT, ωB97M-V/def2-TZVPD

The gap between HOMO and LUMO (spin up / spin down) is 5.774 / 9.527 eV. The calculation puts the highest occupied orbital energy (spin up / spin down) at -0.3937 / -0.4650 Ha.

The geometry in ORCA input format:
```
! wB97M-V def2-TZVPD RIJCOSX def2/J DEFGRID3
* xyz 1 1
C -2.74242 1.39495 -0.15146
C -1.58579 1.06249 -0.79826
C -2.06149 -0.59021 0.60235
C 3.80334 0.74650 0.05864
C 2.92126 1.43006 0.70373
C 0.63819 -1.90558 -0.08710
C 0.14309 -0.60197 -0.58398
N -3.06443 0.30712 0.67529
N -1.14349 -0.21204 -0.27407
H -3.36646 2.25248 -0.16527
H -0.93662 1.58761 -1.56733
H -1.79012 -1.45983 1.17660
H 4.70895 1.12234 -0.38044
H 3.62116 -0.31733 -0.12561
H 2.22565 2.04362 1.16883
H 1.03826 -1.74128 0.85258
H -0.29798 -2.65021 -0.03943
H 1.35706 -2.19639 -0.72100
H 0.32889 -0.44842 -1.65624
H -3.79706 0.17608 1.31216
*
```

***

two.
Molecular formula: C7H11N2
Method: DFT, ωB97M-V/def2-TZVPD

The gap between HOMO and LUMO is 9.768 eV. The calculation puts the highest occupied orbital energy at -0.5053 Ha.

The geometry in ORCA input format:
```
! wB97M-V def2-TZVPD RIJCOSX def2/J DEFGRID3
* xyz 1 1
C -1.70707 -0.40225 2.89885
C -0.96339 -0.37612 1.94681
C -0.27042 -0.06413 0.58187
C 0.05149 0.49201 -1.56022
C 1.40206 0.13961 -0.93185
C -2.36485 0.30896 -0.67133
C 2.01514 -0.51225 1.33293
N -0.96738 0.07609 -0.51570
N 1.00423 -0.30241 0.38864
H -2.33961 -0.71709 3.67427
H -0.05034 1.55075 -1.79608
H -0.18387 -0.09777 -2.44479
H 1.91125 -0.72329 -1.39715
H 1.99500 1.00415 -1.05441
H -2.43567 0.72825 -1.66954
H -2.76069 -0.63877 -0.59658
H -2.87722 1.05554 0.01563
H 1.74180 -0.85239 2.34275
H 2.36383 0.42523 1.55349
H 2.70865 -1.07090 0.90205
*
```

***

three.
Molecular formula: C7H11N2
Method: DFT, ωB97M-V/def2-TZVPD

The gap between HOMO and LUMO (spin up / spin down) is 7.259 / 7.341 eV. The calculation puts the highest occupied orbital energy (spin up / spin down) at -0.4488 / -0.4398 Ha.

The geometry in ORCA input format:
```
! wB97M-V def2-TZVPD RIJCOSX def2/J DEFGRID3
* xyz 1 1
C 2.41899 -0.97372 0.13345
C 2.43762 0.36740 0.11732
C 0.31387 -0.25284 -0.06324
C 0.92289 2.15663 -0.07978
C -1.15489 -0.28367 -0.07411
C -1.94425 1.00659 -0.05542
C -1.84481 -1.59139 -0.05011
N 1.13912 -1.34045 0.08353
N 1.15633 0.86661 -0.01712
H 3.15327 -1.76955 0.22202
H 3.43451 0.96621 -0.12771
H -0.03172 2.46720 -0.10086
H 1.64991 2.84049 0.21606
H -1.83152 1.48229 -0.95145
H -2.99593 0.76965 0.10884
H -1.69502 1.68697 0.84459
H -3.01173 -1.64975 -0.08723
H -1.40739 -2.15232 -1.04048
H -1.46614 -2.26199 0.71851
H 0.75689 -2.33436 0.20320
*
```

***

Energy ordering: three at the bottom, the next structure 3.2 kcal/mol above.

***

one.
Molecular formula: C6H8N2S
Method: DFT, ωB97M-V/def2-TZVPD

The gap between HOMO and LUMO is 7.265 eV. The calculation puts the highest occupied orbital energy at -0.2875 Ha.

The geometry in ORCA input format:
```
! wB97M-V def2-TZVPD RIJCOSX def2/J DEFGRID3
* xyz 0 1
C 2.50090 -0.72946 -0.14029
C -0.31281 0.07585 -0.66847
C -0.19107 1.30048 -0.05522
C 1.34581 -0.89863 0.64513
C -1.06397 2.48755 -0.40749
C -0.72559 -2.11264 0.41735
N 3.46124 -0.48786 -0.72741
N 0.21427 -1.10878 -0.07103
S 1.15103 1.46219 1.00614
H -0.97702 0.01117 -1.49109
H 1.51748 -1.35685 1.64100
H -0.80086 2.98514 -1.28425
H -0.97321 3.29669 0.29667
H -2.19230 2.26908 -0.63458
H -0.21480 -3.16336 0.34416
H -0.99664 -1.86437 1.36754
H -1.74248 -2.16621 -0.23818
*
```

***

two.
Molecular formula: C6H8N2S
Method: DFT, ωB97M-V/def2-TZVPD

The gap between HOMO and LUMO (spin up / spin down) is 7.134 / 7.135 eV. The calculation puts the highest occupied orbital energy (spin up / spin down) at -0.3018 / -0.3018 Ha.

The geometry in ORCA input format:
```
! wB97M-V def2-TZVPD RIJCOSX def2/J DEFGRID3
* xyz 0 1
C -3.19515 0.25132 -0.51329
C -2.00807 0.31258 -1.12784
C -1.68082 0.09211 1.01822
C 1.51786 0.08088 0.49800
C 0.33782 -0.28676 -0.39760
C 2.87307 -0.66443 0.30728
N -2.91459 0.27348 0.88229
N -0.97736 -0.00549 -0.19383
S 1.66888 1.76908 -0.19127
H -4.09233 0.50515 -0.98937
H -1.72563 0.55897 -2.18158
H -1.26288 -0.08257 2.02331
H 1.12613 0.19632 1.51938
H 0.67589 -0.64341 -1.35091
H 3.30527 -0.54785 -0.68324
H 2.65907 -1.66862 0.53182
H 3.69286 -0.14077 0.84862
*
```

***

Energy ordering: two at the bottom, the next structure 9.1 kcal/mol above.